1.
Density functional theory data (ωB97M-V/def2-TZVPD) for 8 unconnected molecules or ions with the total composition C28H40Br8O at a distorted geometry.

The geometry in XYZ format:
```
77
Properties=species:S:1:pos:R:3:forces:R:3
C 4.861122 0.848845 4.409149 1.5 0.3 1.0
C 4.492719 -0.439239 4.687989 -1.0 -1.0 -0.3
C 3.954560 -1.230602 3.663137 -0.3 0.8 -0.3
C 3.837816 -0.690750 2.359582 0.5 -1.2 1.3
C 4.340731 0.561821 2.128057 0.4 0.2 -1.3
C 4.876800 1.314417 3.138365 -0.4 1.0 -0.6
H 5.394701 1.466231 5.116622 -0.3 -0.1 0.6
H 4.573863 -0.813736 5.697729 0.0 -0.2 0.0
H 3.562361 -2.211795 3.886397 0.1 -0.1 -0.1
H 3.506396 -1.316786 1.544327 -0.2 0.0 0.0
H 4.461101 0.910021 1.112844 -0.4 0.1 -0.2
H 5.281131 2.300290 2.962323 0.0 0.0 -0.2
C -4.278274 -0.965749 -1.709879 -0.5 0.1 0.5
C -3.495606 -1.326097 -2.775225 0.4 -0.1 -0.8
C -2.837004 -0.325106 -3.477999 0.8 0.9 0.7
C -2.946795 1.004853 -3.039337 0.7 -0.4 -1.7
C -3.839018 1.364473 -2.093282 -0.4 0.5 1.4
C -4.442553 0.365887 -1.373286 -1.0 -0.7 0.7
H -4.797008 -1.712782 -1.127427 0.1 -0.2 0.1
H -3.384508 -2.375648 -3.004378 0.1 0.1 -0.3
H -2.085520 -0.476129 -4.238844 -0.2 -0.6 -0.2
H -2.332944 1.783450 -3.467559 0.1 -0.1 -0.4
H -3.997057 2.398561 -1.824788 0.1 0.1 0.0
H -5.063910 0.562377 -0.512063 -0.1 0.3 -0.1
C 0.858816 2.396444 -5.299029 0.0 -0.7 -0.2
C 1.457423 2.164886 -6.515715 0.7 -0.2 -1.7
C 2.376447 1.118313 -6.749537 -0.3 0.2 2.0
C 2.693817 0.280939 -5.655212 -1.3 0.3 -1.0
C 1.998658 0.427992 -4.449927 0.6 0.5 -0.5
C 1.099390 1.486463 -4.300907 0.5 -0.1 1.1
H 0.177974 3.207684 -5.087511 0.0 0.2 -0.4
H 1.210987 2.787105 -7.363368 0.0 0.3 0.0
H 2.911580 0.987116 -7.678411 -0.3 0.1 -0.2
H 3.333732 -0.569098 -5.840533 0.3 0.0 0.3
H 2.307540 -0.210095 -3.635171 -0.4 -0.1 0.3
H 0.646117 1.732133 -3.351905 0.0 -0.5 0.3
Br 1.166821 2.627006 5.720817 0.1 -0.4 0.1
C 1.095904 0.667073 5.588927 -0.8 -0.4 -0.6
C 0.504658 0.363115 4.195379 1.0 0.3 0.4
Br 0.186401 -1.596278 3.915781 0.2 1.2 0.3
H 0.400938 0.303040 6.345624 0.3 0.2 0.1
H 2.101320 0.269484 5.727281 -0.2 0.1 0.0
H 1.237910 0.687057 3.456807 -0.1 -0.4 -0.2
H -0.376913 0.990863 4.065533 -0.4 -0.7 -0.1
Br -0.622756 4.367274 0.521449 -1.1 -0.3 0.2
C -2.532394 4.006297 0.912882 -1.0 -1.2 -0.2
C -2.728014 2.538678 1.407569 0.7 0.3 0.5
Br -4.601192 2.050097 1.908934 1.0 0.6 -0.2
H -3.158299 4.105996 0.026088 0.6 0.2 -0.4
H -2.930492 4.759632 1.592664 0.5 -0.2 0.3
H -2.100402 2.353556 2.279313 -0.4 0.2 0.3
H -2.402030 1.763709 0.713850 -0.3 0.4 -0.4
Br -1.380123 -4.147447 -2.068773 1.7 0.0 0.4
C 0.570429 -3.914117 -1.529968 0.1 -0.1 -0.2
C 1.366065 -3.343912 -2.716399 -0.5 0.4 0.1
Br 3.237211 -2.861095 -2.143475 -1.2 -0.3 -0.4
H 0.984521 -4.842935 -1.137629 -0.4 -0.4 -0.6
H 0.573896 -3.286128 -0.639061 -0.3 0.6 -0.5
H 0.857746 -2.468740 -3.121106 0.3 0.5 0.6
H 1.417070 -3.938088 -3.628790 0.4 -0.7 0.6
Br -3.216137 -3.551005 1.344453 0.2 0.7 0.6
C -3.138323 -1.905142 2.487826 -1.3 -0.3 0.3
C -3.756812 -2.233849 3.870595 1.1 -0.3 -0.7
Br -3.548312 -0.655181 5.051718 -0.2 -0.7 -0.5
H -3.802665 -1.206082 1.979815 0.3 0.1 -0.1
H -2.107842 -1.552122 2.527568 -0.3 -0.2 -0.1
H -3.201160 -3.070522 4.294083 0.1 0.3 0.3
H -4.797900 -2.551236 3.811316 0.0 0.5 0.0
C 1.424842 -0.167020 -0.032354 -0.1 1.2 -0.9
C -0.008043 0.028219 -0.592288 1.2 -1.9 -0.8
O -0.892567 -0.695305 0.222339 -0.6 0.3 0.8
H 1.904229 -1.133270 0.124625 -1.3 -0.6 0.2
H 1.556919 0.432286 0.868476 0.2 0.1 -0.1
H 2.089607 0.144283 -0.838131 0.2 0.9 0.1
H -0.059513 -0.402996 -1.592039 0.3 -0.4 -0.4
H -0.288907 1.051515 -0.841466 0.1 0.5 1.0
H -1.741277 -0.793396 -0.215463 -0.2 0.0 -0.2
```
Forces are in eV/Å.

Summary:
LUMO: 0.213 eV
HOMO energy: -9.5 eV

2.
Density functional theory data (ωB97M-V/def2-TZVPD) for 11 unconnected molecules or ions with the total composition C23H65BrF3NO12 at a distorted geometry.

The geometry in XYZ format:
```
105
Properties=species:S:1:pos:R:3:forces:R:3
C -1.031160 2.668497 0.386758 -0.1 0.2 0.4
O -1.103096 1.707614 -0.644442 0.3 0.2 -0.1
C 0.043944 0.876862 -0.821132 0.1 -0.1 -0.1
C 1.358523 1.662153 -0.815616 0.2 -0.2 -0.1
C 1.434704 2.814669 -1.829177 0.2 0.1 0.1
C 0.923224 2.482633 -3.204937 -0.5 0.0 -0.5
F 1.454854 1.347455 -3.703807 -0.1 0.4 0.2
F 1.210480 3.480279 -4.093851 0.2 -0.3 0.4
F -0.429623 2.344315 -3.267698 0.6 -0.1 0.2
C -0.052226 -0.311814 0.161520 -0.4 -0.1 -0.1
C 1.251441 -1.075823 0.366606 0.0 -0.3 -0.2
C 1.345012 -2.022375 1.572650 0.3 0.3 0.1
C 0.803510 -1.485757 2.908384 0.3 -0.2 0.1
Br 0.585356 -3.788011 1.168129 0.0 -0.1 0.0
O -1.014254 -1.197271 -0.409080 0.2 0.2 0.0
C -2.063899 -1.634282 0.450113 -0.3 -0.2 0.3
C -3.187456 -0.605262 0.626070 0.4 -0.2 0.0
C -3.226980 0.166696 1.952371 -0.3 -0.1 0.1
C -3.109352 -0.672600 3.218119 0.0 0.2 0.1
N -3.154581 0.211696 4.405947 0.3 -0.4 -0.1
H -0.532045 3.591024 0.058779 0.0 -0.2 0.1
H -2.057755 2.923461 0.668120 0.1 -0.1 -0.1
H -0.524192 2.291295 1.286072 0.0 0.0 -0.1
H -0.081501 0.443753 -1.819996 0.0 0.0 0.2
H 1.591137 2.057721 0.181917 -0.1 0.0 -0.2
H 2.165255 0.962418 -1.057095 -0.2 0.1 0.0
H 2.483870 3.099877 -1.971639 -0.2 0.0 0.1
H 0.920393 3.711723 -1.471140 -0.1 -0.2 -0.2
H -0.459727 0.067115 1.107186 0.2 0.1 0.0
H 2.112750 -0.407574 0.449376 -0.1 0.1 0.1
H 1.399729 -1.672337 -0.543749 0.1 0.2 0.1
H 2.405913 -2.250355 1.705012 -0.2 -0.1 -0.1
H 0.463438 -0.451963 2.828561 0.0 -0.1 0.0
H -0.004781 -2.109009 3.293102 0.0 0.2 -0.1
H 1.597586 -1.511755 3.662797 -0.1 0.0 -0.1
H -2.455179 -2.540958 -0.023149 0.1 0.1 0.0
H -1.641736 -1.946646 1.411853 0.0 0.0 -0.1
H -3.073688 0.119602 -0.187324 -0.1 -0.8 0.6
H -4.163951 -1.082111 0.472560 0.2 -0.1 0.1
H -4.194584 0.682356 2.013537 0.2 0.1 -0.1
H -2.464240 0.954843 1.981813 0.1 -0.1 0.0
H -3.953492 -1.362161 3.283374 0.1 0.0 -0.1
H -2.180528 -1.261666 3.217197 -0.2 0.0 -0.1
H -2.852556 -0.354124 5.195275 -0.1 0.1 0.1
H -2.402003 0.890392 4.316343 -0.2 0.2 0.1
C 4.291131 -3.774391 -0.975876 -0.2 0.0 0.0
O 3.582055 -4.852611 -0.375968 0.3 0.1 0.0
H 4.990081 -4.202200 -1.690049 0.0 0.0 0.0
H 3.619681 -3.091184 -1.504906 0.0 0.0 0.0
H 4.855235 -3.203793 -0.232807 0.0 0.1 -0.1
H 2.967707 -4.479194 0.265014 -0.2 -0.1 0.0
C 7.247899 -5.961319 0.781367 0.0 0.2 0.0
O 6.758022 -4.629764 0.922518 0.1 0.0 0.0
H 8.300028 -5.948875 1.059555 0.0 0.0 0.0
H 6.704823 -6.645802 1.430227 0.0 -0.1 0.0
H 7.161226 -6.306600 -0.253112 0.0 0.0 0.0
H 5.827550 -4.648546 0.683098 -0.1 -0.1 0.1
C -5.414662 -3.458884 1.885814 -0.1 0.1 0.0
O -5.932180 -2.184976 2.252269 0.1 -0.2 -0.1
H -4.417208 -3.533439 2.314433 0.0 0.0 0.0
H -6.025424 -4.272804 2.284122 0.0 0.0 0.0
H -5.335881 -3.568129 0.800471 0.0 0.0 0.0
H -6.814294 -2.102634 1.882973 -0.1 0.0 0.0
C -6.465847 0.771663 4.136770 0.1 0.0 0.3
O -6.086811 0.349845 5.440391 -0.2 0.0 -0.1
H -7.553814 0.818893 4.121783 0.0 0.0 0.0
H -6.069564 1.766818 3.913538 0.0 0.0 -0.1
H -6.127753 0.071622 3.369682 0.0 0.0 0.0
H -5.123307 0.301217 5.445902 0.2 0.1 -0.2
C 5.448678 -9.578592 1.262785 -0.1 0.1 0.0
O 4.938627 -8.260432 1.410897 0.0 -0.1 0.0
H 6.493212 -9.550103 1.565289 0.0 0.0 0.0
H 4.921359 -10.292924 1.900654 0.0 0.0 0.0
H 5.395521 -9.919219 0.225274 0.0 0.0 0.0
H 4.017448 -8.258433 1.142109 -0.1 0.1 0.0
C 3.023930 4.206198 -7.419538 0.0 0.0 0.0
O 2.446417 3.044510 -6.849342 0.1 0.2 -0.1
H 3.699970 3.890495 -8.210340 0.0 0.0 0.0
H 2.269996 4.871101 -7.850352 0.0 0.0 0.0
H 3.609624 4.772430 -6.686053 0.0 0.0 0.0
H 1.859739 3.334423 -6.146547 -0.1 -0.2 0.1
C -1.373969 3.526091 5.834124 0.0 -0.1 0.0
O -1.165411 2.126041 5.662143 0.1 0.2 0.0
H -1.530998 3.947757 4.844438 0.0 0.0 0.0
H -2.257568 3.726577 6.443635 0.0 0.0 0.0
H -0.505516 4.008391 6.288901 0.0 0.0 0.0
H -1.030692 1.739197 6.530001 0.0 -0.1 0.1
C 4.993137 6.855351 -4.747274 -0.1 -0.1 0.1
O 4.228459 6.007630 -3.894927 0.1 0.1 0.0
H 5.518451 7.558515 -4.106232 0.0 0.0 0.0
H 5.728469 6.285950 -5.321526 0.0 0.0 0.0
H 4.352337 7.415871 -5.432919 0.0 0.0 0.0
H 3.757445 5.376735 -4.444021 0.0 -0.1 0.0
C -1.718017 4.217602 -4.956474 0.0 -0.1 0.0
O -2.877187 3.719067 -4.301683 0.0 0.1 -0.1
H -2.025665 4.832039 -5.799171 -0.2 0.0 0.0
H -1.119716 4.825695 -4.273109 0.1 0.1 -0.1
H -1.108345 3.391318 -5.324884 0.0 0.1 -0.1
H -2.556004 3.171822 -3.581296 -0.1 -0.1 0.1
C -4.753787 1.634638 -1.852027 0.2 0.0 0.2
O -3.763036 1.614532 -0.824567 -0.9 1.2 -0.8
H -5.693870 1.346459 -1.388270 -0.1 0.0 0.0
H -4.866974 2.627503 -2.294410 0.0 0.0 0.0
H -4.519658 0.914379 -2.640380 0.0 0.0 0.0
H -2.911636 1.841878 -1.207825 0.3 -0.1 0.0
```
Forces are in eV/Å.

Summary:
LUMO: 0.226 eV
HOMO energy: -9.3 eV

Number 1: gap between HOMO and LUMO 9.7 eV. Number 2: gap between HOMO and LUMO 9.6 eV.